Formula: C4HNO2
Source: the OMol25 dataset
Level of theory: ωB97M-V with the def2-TZVPD basis set

- Kohn-Sham gap (alpha / beta) (eV) = 5.64 / 6.98
- M (Da) = 95.1
- spin multiplicity = 3
- electronic energy (eV) = -9741.37754
- <S²> = 2.01
- energy above the lowest of the compared OMol25 structures with the same formula, charge and spin (kJ/mol) = 232.8
- largest force on an atom (eV/Å) = 11.45

The geometry in XYZ format:
```
8
Properties=species:S:1:pos:R:3:nbo_charge:R:1
C -0.97 -0.52 -0.01 0.218
C -2.13 -0.21 -0.04 -0.180
C 1.08 2.78 0.31 0.505
C 1.27 -1.38 -0.08 0.648
N 0.29 -0.76 0.18 -0.454
O 1.29 1.93 -0.39 -0.507
O 2.23 -2.02 -0.05 -0.454
H -3.07 0.18 0.09 0.222
```